Molecular formula: C22H14ClN5O3S
Method: DFT, wB97M-V/def2-TZVPD

## Properties
**HOMO**: -0.3030 hartree
**Kohn-Sham gap**: 7.8 eV
**SMILES string**: N#Cc1c(N)nc(SCc2coc(-c3ccc(Cl)cc3)n2)nc1-c1ccc2c(c1)OCO2
**LUMO energy**: -0.43 eV

ORCA input file:
```
! RIJCOSX wB97M-V def2-TZVPD def2/J DEFGRID3
* xyz 0 1
N 4.88 2.95 0.64
C 4.10 2.74 -0.10
C 3.22 2.36 -1.14
C 3.23 3.19 -2.23
N 4.11 4.33 -2.26
N 2.38 3.07 -3.21
C 1.33 2.26 -2.94
S -0.05 2.09 -4.03
C -1.31 2.13 -2.73
C -1.81 0.80 -2.24
C -1.84 -0.49 -2.82
O -2.43 -1.30 -1.96
C -2.59 -0.54 -0.80
C -3.01 -1.19 0.50
C -3.37 -0.37 1.59
C -3.82 -0.90 2.77
C -3.93 -2.31 2.88
Cl -4.48 -3.26 4.32
C -3.58 -3.19 1.80
C -3.18 -2.64 0.54
N -2.31 0.74 -0.94
N 1.41 1.30 -1.99
C 2.28 1.30 -1.04
C 2.12 0.28 0.04
C 3.19 -0.05 0.95
C 3.04 -1.06 1.97
C 1.77 -1.57 2.13
C 0.78 -1.39 1.19
C 0.94 -0.49 0.11
O -0.29 -2.02 1.48
C 0.02 -2.82 2.64
O 1.39 -2.57 3.03
H 4.37 4.61 -3.20
H 4.78 4.43 -1.56
H -2.12 2.56 -3.27
H -1.06 2.80 -1.94
H -1.45 -0.69 -3.86
H -3.26 0.71 1.49
H -4.14 -0.26 3.58
H -3.76 -4.22 2.08
H -2.95 -3.25 -0.35
H 4.19 0.36 0.78
H 3.80 -1.44 2.74
H 0.10 -0.59 -0.52
H -0.05 -3.85 2.44
H -0.66 -2.54 3.46
*
```

Löwdin atomic charge list, values in e, 4 entries: N 0.1960; C -0.2365; C -0.1045; C -0.3274

Molecular formula: C4H13N2S
Method: DFT, wB97M-V/def2-TZVPD

## Properties
**HOMO**: -0.4533 hartree
**ΔE to the lowest compared entry with this formula, charge and spin**: 193.0 kJ/mol
**Kohn-Sham gap**: 8.8 eV
**SMILES string**: NC[C@@H]([NH3+])CCS
**LUMO energy**: -3.53 eV

ORCA input file:
```
! RIJCOSX wB97M-V def2-TZVPD def2/J DEFGRID3
* xyz 1 1
N 0.30 -1.26 -2.03
C -0.25 -1.94 -0.83
C 0.40 -1.25 0.41
N 1.86 -1.83 0.56
C 0.52 0.30 0.31
C -0.70 1.14 -0.23
S -1.29 2.43 0.96
H 0.73 -0.38 -1.95
H 0.14 -1.93 -2.77
H -1.31 -1.65 -0.78
H -0.11 -3.00 -0.74
H 0.07 -1.67 1.36
H 2.26 -1.98 -0.38
H 2.44 -1.13 1.02
H 1.78 -2.75 0.99
H 0.81 0.85 1.22
H 1.39 0.46 -0.32
H -0.36 1.69 -1.11
H -1.56 0.51 -0.44
H -0.15 3.13 1.24
*
```

Löwdin atomic charge list, values in e, 4 entries: N 0.0358; C -0.1952; C -0.2290; N 0.2053

Molecular formula: C2H3NOS
Method: DFT, wB97M-V/def2-TZVPD

## Properties
**HOMO**: -0.2936 hartree
**ΔE to the lowest compared entry with this formula, charge and spin**: 202.6 kJ/mol
**Kohn-Sham gap**: 8.2 eV
**SMILES string**: C[N+]([S-])=C=O
**LUMO energy**: 0.18 eV

ORCA input file:
```
! RIJCOSX wB97M-V def2-TZVPD def2/J DEFGRID3
* xyz 0 1
C -0.20 0.00 -0.22
N -1.65 -0.01 -0.02
S -2.45 -1.44 0.58
C -2.40 0.90 -0.38
O -3.03 1.81 -0.65
H 0.43 -0.28 0.69
H -0.05 -0.88 -0.81
H 0.31 0.87 -0.71
*
```

Löwdin atomic charge list, values in e, 4 entries: C -0.0946; N -0.5789; S 0.4405; C -0.3163

Molecular formula: C3H8N2O2
Method: DFT, wB97M-V/def2-TZVPD

## Properties
**HOMO**: -0.3435 hartree
**ΔE to the lowest compared entry with this formula, charge and spin**: 122.5 kJ/mol
**Kohn-Sham gap**: 10.2 eV
**SMILES string**: [H]/N=C\N.CC(=O)O
**LUMO energy**: 0.82 eV

ORCA input file:
```
! RIJCOSX wB97M-V def2-TZVPD def2/J DEFGRID3
* xyz 0 1
H 0.69 -0.30 1.68
N 0.60 0.65 1.33
C 1.53 0.93 0.48
N 2.45 0.05 0.03
H 1.58 1.92 0.02
H 2.26 -0.93 0.16
H 2.86 0.26 -0.87
C -1.58 -1.26 -0.17
C -1.13 0.14 -0.47
O -0.43 0.42 -1.46
O -2.02 1.06 0.00
H -2.22 -1.63 -0.98
H -0.70 -1.91 -0.09
H -2.13 -1.30 0.77
H -1.76 1.89 -0.44
*
```

Löwdin atomic charge list, values in e, 4 entries: H 0.0432; N 0.0553; C -0.3786; N 0.0862

Molecular formula: C28H55O2ReSi4
Method: DFT, wB97M-V/def2-TZVPD

## Properties
**HOMO (spin up / spin down)**: -0.3296 / -0.4126 hartree
**ΔE to the lowest compared entry with this formula, charge and spin**: 0.0 kJ/mol
**Kohn-Sham gap (spin up / spin down)**: 5.5 / 7.5 eV
**LUMO energy (spin up / spin down)**: -3.47 / -3.73 eV

ORCA input file:
```
! RIJCOSX wB97M-V def2-TZVPD def2/J DEFGRID3
* xyz 1 4
O 0.85 7.33 -1.55
C 2.01 7.51 -2.39
C 1.98 9.02 -2.20
H 1.84 7.15 -3.41
H 2.89 7.00 -1.99
C 0.75 8.77 -1.31
H 1.78 9.60 -3.10
H 2.84 9.45 -1.69
C -0.56 9.31 -1.85
H -0.68 9.04 -2.90
H -0.60 10.39 -1.77
H -1.40 8.89 -1.30
C 0.93 9.08 0.15
H 1.87 8.67 0.52
H 0.12 8.65 0.74
H 0.94 10.16 0.32
Re -0.30 -0.15 1.18
C 0.49 -1.02 3.25
C 1.23 -1.61 2.21
C 2.00 -0.60 1.60
H 1.19 -2.64 1.91
C 1.74 0.61 2.27
C 0.79 0.37 3.27
H 0.37 1.10 3.94
H -0.20 -1.52 3.90
H 2.64 -0.74 0.75
H 2.16 1.57 2.02
C -2.33 -1.28 1.71
C -2.23 -0.14 2.54
C -2.28 1.01 1.73
H -2.13 -0.15 3.61
C -2.45 0.57 0.39
C -2.49 -0.83 0.38
H -2.53 -1.46 -0.49
H -2.29 -2.31 2.02
H -2.26 2.03 2.07
H -2.47 1.19 -0.49
O 0.25 1.68 0.00
C 0.06 3.01 0.54
C 1.10 3.88 -0.12
H 0.15 2.95 1.62
H -0.95 3.33 0.29
C 1.27 3.21 -1.47
H 2.04 3.84 0.44
H 0.79 4.92 -0.18
C 1.18 1.74 -1.12
H 2.22 3.45 -1.96
H 0.46 3.49 -2.14
H 2.14 1.34 -0.79
H 0.79 1.10 -1.90
C 0.66 -4.59 3.29
Si -0.57 -4.65 1.86
C -0.14 -6.35 1.21
C -2.20 -4.81 2.77
Si -0.42 -2.95 0.13
Si 1.51 -3.43 -0.99
C 1.35 -4.98 -2.02
C 1.86 -2.04 -2.18
C 2.99 -3.76 0.10
Si -2.12 -3.79 -1.33
C -2.13 -5.64 -1.65
C -3.90 -3.63 -0.69
C -2.00 -2.93 -2.97
H 0.50 -5.48 3.94
H 0.51 -3.70 3.92
H 1.70 -4.63 2.92
H -0.20 -7.07 2.06
H -0.82 -6.71 0.43
H 0.90 -6.36 0.84
H -2.41 -3.93 3.40
H -3.03 -4.99 2.07
H -2.13 -5.68 3.46
H 0.56 -4.85 -2.78
H 2.31 -5.17 -2.55
H 1.12 -5.86 -1.38
H 2.02 -1.11 -1.61
H 2.77 -2.28 -2.77
H 1.00 -1.91 -2.86
H 3.26 -2.88 0.72
H 2.79 -4.62 0.76
H 3.86 -4.00 -0.54
H -2.47 -6.16 -0.74
H -2.90 -5.85 -2.43
H -1.16 -6.03 -2.00
H -4.28 -2.61 -0.55
H -4.57 -4.11 -1.43
H -4.01 -4.18 0.26
H -2.12 -1.83 -2.83
H -1.02 -3.14 -3.44
H -2.81 -3.30 -3.63
*
```

Löwdin atomic charge list, values in e, 4 entries: O -0.1122; C -0.1695; C -0.0755; H 0.1128

Molecular formula: C22H26F2N2O5
Method: DFT, wB97M-V/def2-TZVPD

## Properties
**HOMO**: -0.2912 hartree
**ΔE to the lowest compared entry with this formula, charge and spin**: 4.2 kJ/mol
**Kohn-Sham gap**: 8.5 eV
**SMILES string**: COc1ccc(OCCN2CCN(C(=O)c3ccc(OC(F)F)c(OC)c3)CC2)cc1
**LUMO energy**: 0.61 eV

ORCA input file:
```
! RIJCOSX wB97M-V def2-TZVPD def2/J DEFGRID3
* xyz 0 1
C -7.53 2.17 2.16
O -7.61 0.77 2.04
C -6.71 0.13 1.24
C -6.85 -1.25 1.13
C -5.99 -1.99 0.36
C -4.96 -1.37 -0.35
O -4.19 -2.21 -1.11
C -3.06 -1.69 -1.79
C -1.88 -1.46 -0.84
N -0.76 -0.90 -1.57
C 0.55 -1.33 -1.14
C 1.01 -0.65 0.17
N 0.96 0.78 0.01
C 2.03 1.61 -0.08
O 1.94 2.76 -0.46
C 3.35 1.05 0.37
C 3.53 0.58 1.66
C 4.79 0.15 2.06
C 5.84 0.19 1.17
O 7.13 -0.23 1.57
C 7.35 -1.54 1.49
F 6.56 -2.27 2.33
F 7.10 -2.06 0.26
C 5.68 0.68 -0.13
O 6.78 0.69 -0.91
C 6.67 1.20 -2.22
C 4.42 1.12 -0.51
C -0.34 1.27 -0.41
C -0.78 0.55 -1.70
C -4.82 0.00 -0.25
C -5.68 0.75 0.54
H -7.65 2.67 1.20
H -6.57 2.47 2.61
H -8.34 2.46 2.83
H -7.65 -1.73 1.68
H -6.10 -3.06 0.27
H -3.31 -0.78 -2.33
H -2.79 -2.46 -2.52
H -1.58 -2.42 -0.42
H -2.21 -0.82 0.00
H 1.26 -1.07 -1.93
H 0.55 -2.41 -1.01
H 0.34 -0.94 0.99
H 2.02 -0.97 0.42
H 2.71 0.57 2.36
H 4.95 -0.22 3.06
H 8.40 -1.75 1.75
H 7.67 1.13 -2.65
H 5.98 0.61 -2.83
H 6.36 2.25 -2.22
H 4.24 1.52 -1.50
H -1.06 1.08 0.40
H -0.26 2.34 -0.58
H -0.10 0.82 -2.50
H -1.79 0.87 -1.98
H -4.04 0.53 -0.78
H -5.54 1.82 0.59
*
```

Löwdin atomic charge list, values in e, 4 entries: C -0.0962; O -0.0908; C -0.2849; C 0.0010

Molecular formula: C8H14ClIO5S
Method: DFT, wB97M-V/def2-TZVPD

## Properties
**HOMO**: -0.3500 hartree
**Kohn-Sham gap**: 9.4 eV
**LUMO energy**: -0.09 eV

ORCA input file:
```
! RIJCOSX wB97M-V def2-TZVPD def2/J DEFGRID3
* xyz 0 1
O -4.66 -1.48 1.88
C -3.82 -0.57 2.01
I -3.41 0.72 0.28
C -3.08 -0.32 3.42
O -1.65 -0.49 3.37
C -1.29 -1.84 3.12
O -1.99 -2.76 3.63
O -0.16 -2.25 2.38
C 0.57 -1.13 1.82
C 1.50 -1.75 0.62
C 0.76 -1.56 -0.80
Cl 0.45 -3.24 -1.51
H -3.26 0.80 3.67
H -3.61 -0.91 4.24
H 1.32 -0.69 2.58
H -0.08 -0.28 1.43
H 1.53 -2.88 0.82
H 2.56 -1.33 0.64
H 1.47 -0.97 -1.47
H -0.27 -1.06 -0.71
C 2.08 3.06 -2.02
S 0.76 2.13 -2.81
O 0.80 0.73 -2.27
C 1.51 2.09 -4.45
H 1.84 3.17 -0.96
H 3.03 2.52 -2.12
H 2.16 4.05 -2.48
H 2.49 1.61 -4.40
H 1.61 3.11 -4.83
H 0.86 1.52 -5.12
*
```

Löwdin atomic charge list, values in e, 4 entries: O -0.0204; C -0.7093; I 0.7705; C -0.1651

Molecular formula: CH4N4S
Method: DFT, wB97M-V/def2-TZVPD

## Properties
**HOMO (spin up / spin down)**: -0.2297 / -0.3251 hartree
**ΔE to the lowest compared entry with this formula, charge and spin**: 410.2 kJ/mol
**Kohn-Sham gap (spin up / spin down)**: 7.0 / 7.0 eV
**LUMO energy (spin up / spin down)**: 0.75 / -1.81 eV

ORCA input file:
```
! RIJCOSX wB97M-V def2-TZVPD def2/J DEFGRID3
* xyz 0 3
C -1.82 -0.52 -0.43
N 2.18 -0.44 -0.08
N 3.25 -0.06 0.20
N 1.02 -0.17 -0.31
N 4.36 -0.14 -0.36
S -0.23 -1.20 0.37
H -1.66 0.35 -0.89
H -2.52 -0.23 0.36
H -2.38 -1.11 -1.19
H 5.19 -0.03 0.21
*
```

Löwdin atomic charge list, values in e, 4 entries: C -0.3482; N -0.1910; N -0.1330; N -0.3072

Molecular formula: C19H28N5O3PdS
Method: DFT, wB97M-V/def2-TZVPD

## Properties
**HOMO**: -0.3878 hartree
**ΔE to the lowest compared entry with this formula, charge and spin**: 2.1 kJ/mol
**Kohn-Sham gap**: 7.3 eV
**LUMO energy**: -3.23 eV

ORCA input file:
```
! RIJCOSX wB97M-V def2-TZVPD def2/J DEFGRID3
* xyz 1 1
Pd 0.46 0.28 -1.09
N -1.91 0.82 -3.33
C -1.70 1.93 -2.52
C -2.56 3.02 -2.66
C -2.37 4.12 -1.87
C -1.32 4.14 -0.95
C -0.52 3.03 -0.87
N -0.71 1.94 -1.64
C -1.18 -0.33 -3.56
C -1.54 -1.11 -4.66
C -0.82 -2.24 -4.95
C 0.26 -2.59 -4.14
C 0.54 -1.80 -3.07
N -0.17 -0.68 -2.77
H -2.68 0.94 -3.97
H -3.37 2.98 -3.38
H -3.03 4.98 -1.97
H -1.12 5.00 -0.32
H 0.32 2.98 -0.19
H -2.38 -0.81 -5.28
H -1.08 -2.84 -5.82
H 0.87 -3.46 -4.35
H 1.35 -2.02 -2.40
C 4.58 -0.41 -0.87
C 3.34 -0.27 -0.03
C 3.55 -0.73 1.40
O 2.27 -1.08 -0.64
C 2.83 1.16 0.01
O 3.54 2.11 -0.11
O 1.51 1.27 0.27
H 5.02 -1.40 -0.74
H 5.30 0.35 -0.59
H 4.35 -0.27 -1.93
H 3.78 -1.80 1.42
H 2.65 -0.55 2.00
H 4.38 -0.19 1.85
H 1.92 -1.69 0.03
C -0.87 1.42 4.48
C 0.33 0.75 3.84
N 0.09 0.31 2.46
C -0.57 -0.79 2.12
S -0.81 -1.24 0.46
N -1.05 -1.57 3.09
C -1.85 -2.79 2.90
C -3.33 -2.51 2.69
H -0.67 1.63 5.53
H -1.77 0.80 4.44
H -1.10 2.36 3.98
H 0.69 -0.09 4.43
H 1.16 1.46 3.77
H 0.63 0.76 1.72
H -1.00 -1.22 4.03
H -1.69 -3.40 3.79
H -1.43 -3.33 2.05
H -3.75 -1.98 3.54
H -3.87 -3.45 2.56
H -3.48 -1.91 1.79
*
```

Löwdin atomic charge list, values in e, 4 entries: Pd 0.8640; N 0.1453; C -0.2748; C 0.0047

Molecular formula: C5H14NOPS2
Method: DFT, wB97M-V/def2-TZVPD

## Properties
**HOMO**: -0.3404 hartree
**ΔE to the lowest compared entry with this formula, charge and spin**: 0.0 kJ/mol
**Kohn-Sham gap**: 9.7 eV
**SMILES string**: CC[C@@H](C)S[P@@](N)(=O)SC
**LUMO energy**: 0.45 eV

ORCA input file:
```
! RIJCOSX wB97M-V def2-TZVPD def2/J DEFGRID3
* xyz 0 1
C -1.81 -1.48 1.61
C -1.22 -1.87 0.30
C -0.19 -0.94 -0.36
C 0.29 -1.78 -1.58
S -0.96 0.76 -0.93
P 0.25 1.94 0.59
N -0.92 2.02 1.68
O 1.47 1.32 1.11
S 0.70 3.76 -0.21
C 1.47 2.95 -1.57
H -2.07 -2.43 2.07
H -1.19 -0.92 2.28
H -2.74 -0.95 1.36
H -2.06 -1.85 -0.47
H -0.88 -2.91 0.27
H 0.57 -0.65 0.39
H 0.41 -1.03 -2.36
H -0.42 -2.52 -1.96
H 1.30 -2.34 -1.36
H -1.83 2.20 1.28
H -0.64 2.52 2.53
H 2.32 3.36 -2.02
H 0.69 2.49 -2.21
H 1.77 1.94 -1.09
*
```

Löwdin atomic charge list, values in e, 4 entries: C -0.1198; C -0.3416; C -0.5929; C -0.1414

Molecular formula: C6H9N
Method: DFT, wB97M-V/def2-TZVPD

## Properties
**HOMO**: -0.3697 hartree
**ΔE to the lowest compared entry with this formula, charge and spin**: 183.0 kJ/mol
**Kohn-Sham gap**: 10.8 eV
**SMILES string**: C/C=C\C#N.C=C
**LUMO energy**: 0.70 eV

ORCA input file:
```
! RIJCOSX wB97M-V def2-TZVPD def2/J DEFGRID3
* xyz 0 1
C 1.38 -0.48 1.03
C 1.57 0.70 0.14
C 0.73 1.73 -0.01
C -0.53 1.81 0.69
N -1.54 1.88 1.24
H 0.39 -0.48 1.50
H 1.49 -1.41 0.46
H 2.15 -0.48 1.81
H 2.49 0.74 -0.44
H 0.95 2.55 -0.69
C -1.13 -1.01 -1.49
C -1.90 -1.18 -0.42
H -0.92 -0.02 -1.89
H -0.67 -1.85 -2.00
H -2.35 -0.34 0.10
H -2.11 -2.17 -0.02
*
```

Löwdin atomic charge list, values in e, 4 entries: C -0.0907; C -0.1447; C -0.1227; C -0.2420

Molecular formula: C4H9FN
Method: DFT, wB97M-V/def2-TZVPD

## Properties
**HOMO**: -0.5621 hartree
**ΔE to the lowest compared entry with this formula, charge and spin**: 253.6 kJ/mol
**Kohn-Sham gap**: 11.7 eV
**SMILES string**: C[NH2+]/C=C/CF
**LUMO energy**: -3.63 eV

ORCA input file:
```
! RIJCOSX wB97M-V def2-TZVPD def2/J DEFGRID3
* xyz 1 1
C -2.02 0.99 0.37
N -1.44 -0.11 -0.34
C -0.26 -0.62 0.35
C 0.99 -0.48 -0.21
C 2.57 -0.63 0.03
F 3.15 0.46 -0.53
H -2.90 1.27 -0.14
H -2.22 0.83 1.40
H -1.22 1.72 0.39
H -0.95 0.36 -1.11
H -2.18 -0.68 -0.74
H -0.26 -0.85 1.40
H 1.04 -0.03 -1.26
H 2.73 -0.89 1.04
H 2.98 -1.35 -0.65
*
```

Löwdin atomic charge list, values in e, 4 entries: C -0.0041; N -0.0031; C -0.0669; C 0.0489

Molecular formula: C2H7O3PSi
Method: DFT, wB97M-V/def2-TZVPD

## Properties
**HOMO**: 0.0071 hartree
**ΔE to the lowest compared entry with this formula, charge and spin**: 246.0 kJ/mol
**Kohn-Sham gap**: 6.6 eV
**LUMO energy**: 6.84 eV

ORCA input file:
```
! RIJCOSX wB97M-V def2-TZVPD def2/J DEFGRID3
* xyz -2 1
C 0.56 -1.64 0.12
C 2.10 1.67 0.21
O -2.97 -0.05 1.42
O -2.68 -1.26 -0.83
O -3.12 1.35 -0.58
Si -0.32 0.00 -0.50
P -2.61 0.07 -0.01
H -0.19 -2.56 0.18
H 1.47 -1.92 -0.37
H 0.73 -1.53 1.11
H 1.59 2.16 0.95
H 2.78 0.94 0.46
H 2.51 2.55 -0.36
H 0.13 0.24 -1.80
*
```

Löwdin atomic charge list, values in e, 4 entries: C -0.3275; C -0.1782; O -0.4660; O -0.5154

Molecular formula: C3H8N4O
Method: DFT, wB97M-V/def2-TZVPD

## Properties
**HOMO**: -0.3304 hartree
**ΔE to the lowest compared entry with this formula, charge and spin**: 725.9 kJ/mol
**Kohn-Sham gap**: 9.5 eV
**LUMO energy**: 0.53 eV

ORCA input file:
```
! RIJCOSX wB97M-V def2-TZVPD def2/J DEFGRID3
* xyz 0 1
C 2.55 0.34 -0.53
C 1.39 -0.63 -0.34
C -2.08 0.27 0.17
H 3.13 0.91 1.25
H 4.62 -0.22 0.46
H 2.23 1.41 -0.75
H 3.11 -0.34 -1.38
H 1.39 -1.72 -0.42
H -3.09 -1.48 -0.30
H -4.10 -0.18 -0.05
H -0.86 1.61 0.43
N 3.38 0.04 0.65
N 0.27 -0.14 -0.34
N -3.14 -0.60 0.03
N -2.00 1.50 -0.10
O -0.90 -0.69 0.40
*
```

Löwdin atomic charge list, values in e, 4 entries: C -0.2974; C -0.2247; C -0.5324; H 0.0864

no.,F_max (eV/Å)
1,8.45
2,3.99
3,2.48
4,4.61
5,4.48
6,1.58
7,5.44
8,7.32
9,1.33
10,4.44
11,1.10
12,4.32
13,4.05
14,7.76